47
Properties=species:S:1:pos:R:3:forces:R:3:lowdin_charge:R:1 method="wB97M-V/def2-TZVPD" smiles="N[C@@H](Cc1c[nH]c2ccccc12)C(=O)N[C@@H](Cc1ccccc1)C(=O)O" spin_multiplicity=1 gap_ha=0.3106 e_above_lowest_kcal_mol=88.8
C -1.240 2.428 1.879 3.86 2.11 -0.86 -0.08
C -1.145 -1.714 -1.015 1.29 -1.07 1.52 -0.02
H -1.346 -1.823 3.931 -0.81 1.17 -0.27 0.11
H -1.989 2.837 2.470 -2.12 -0.13 0.88 0.11
C -1.344 0.329 3.113 -2.50 -2.35 -0.29 -0.04
C 2.665 -4.157 0.015 -0.37 -0.36 0.28 -0.12
C 2.931 -3.733 -1.247 2.00 -0.29 -1.90 -0.12
H 1.503 1.629 1.866 -0.54 -0.68 0.20 0.12
C -0.579 1.208 2.386 1.37 -0.99 1.03 -0.23
N 1.703 0.783 -1.795 -0.14 -1.04 0.52 0.06
H -1.153 -2.731 0.902 -0.10 0.15 -0.20 0.13
H 0.408 1.456 -0.016 -0.48 0.20 -0.03 0.10
C 0.890 -2.554 -1.590 -0.41 0.26 3.05 -0.12
H -0.516 3.303 2.004 -0.16 -1.13 0.05 0.15
H -2.423 2.055 0.108 -1.51 -0.22 -0.37 0.14
C 2.152 -2.890 -2.009 -0.03 0.44 -0.33 -0.05
H 3.412 -4.756 0.486 0.09 -0.31 0.60 0.10
H 0.474 1.328 -3.467 -0.06 1.16 0.88 0.14
C -0.161 -1.604 -1.970 -0.49 -0.17 -0.18 -0.17
C -0.075 -0.551 -3.084 0.07 -0.95 0.23 -0.09
O -2.459 4.590 0.297 -1.51 0.19 0.69 0.16
H 0.651 -0.911 -3.830 0.00 0.26 0.29 0.11
H 0.945 -2.105 3.922 -0.56 0.81 -0.73 0.12
H 1.093 -4.007 1.595 0.77 -0.11 -1.12 0.12
C 0.404 0.847 -2.481 -0.43 -1.77 -0.65 -0.27
H -1.036 -0.409 -3.686 1.16 0.01 1.26 0.14
H 2.540 -2.362 -2.846 0.49 -0.21 -0.97 0.10
H 3.858 -4.133 -1.671 -0.13 0.60 -0.03 0.11
H 1.743 -0.119 -1.292 0.20 0.62 -0.29 0.07
C -1.498 2.479 0.367 1.93 -1.41 0.04 -0.19
C -0.868 -0.962 3.430 1.54 -0.13 1.61 -0.08
C 1.463 -3.807 0.550 -2.06 0.35 2.02 -0.05
H -2.296 5.525 0.141 0.20 0.30 -0.18 0.14
H -2.107 -1.232 -0.832 0.44 -0.04 -0.48 0.13
C 0.597 -3.061 -0.235 -1.80 1.21 -2.44 -0.19
C 0.523 -1.199 3.412 -1.08 -1.99 0.20 -0.13
C 1.335 -0.354 2.741 1.60 2.78 0.10 -0.10
C -0.807 1.302 -1.653 1.34 2.23 -1.29 -0.46
O -0.360 4.467 -0.434 -2.41 -1.64 1.32 0.08
H 1.971 1.519 -1.113 -0.66 -0.41 -1.13 0.09
N -0.493 1.720 -0.396 -1.17 -0.20 0.31 0.13
H -2.448 0.539 3.275 1.46 -0.19 -0.23 0.14
H 2.443 -0.409 2.781 -0.89 -0.37 -0.26 0.12
C 0.807 0.865 2.283 -0.41 0.97 -0.82 -0.04
O -1.852 1.541 -2.240 -0.32 -0.44 0.92 0.06
C -1.379 3.910 0.029 3.22 2.28 -2.53 -0.50
N -0.693 -2.600 0.014 0.13 0.49 -0.39 0.07